# 1
A structure of composition C18H18AsF11N8S4Ti in a non-equilibrium geometry. Source: OMol25; level of theory: the ωB97M-V functional and the def2-TZVPD basis.

```
61
Properties=species:S:1:pos:R:3:forces:R:3
Ti -1.530362 -0.091732 0.572596 0.07 -0.48 -2.87
N -2.491354 -3.603239 1.167714 -0.14 -0.03 0.06
C -3.435991 -2.674471 1.032960 0.03 -0.15 0.13
N -3.232613 -1.375625 0.884900 -0.39 0.17 0.16
C -4.454763 -0.692948 0.913591 -0.11 -0.04 0.07
C -5.553264 -1.460443 1.001130 0.00 0.00 0.01
S -5.111297 -3.122410 1.103094 0.06 -0.01 0.00
C -4.412499 0.759847 0.848931 0.03 0.11 -0.05
C -5.423186 1.644759 0.950307 -0.04 -0.03 -0.01
S -4.840419 3.239579 0.646006 0.07 0.01 0.00
C -3.247372 2.606829 0.408426 -0.02 0.07 0.00
N -3.171452 1.312383 0.591402 -0.41 -0.15 0.28
N -2.206198 3.376169 0.055817 -0.03 0.01 -0.02
H -1.535707 -3.292356 1.335637 -0.04 0.01 -0.02
H -2.751383 -4.558574 1.331265 0.02 0.01 0.02
H -6.582952 -1.149553 1.015701 0.00 0.00 -0.02
H -6.460298 1.461470 1.169597 0.00 0.00 0.00
H -2.341042 4.356621 -0.110003 0.03 -0.02 -0.04
H -1.406164 2.922888 -0.361320 0.00 0.01 0.04
C 1.299027 2.273584 -1.166981 0.00 -0.05 0.09
N 1.487660 0.965881 -0.529434 0.30 0.10 0.00
C 2.494518 1.128437 0.531055 -0.04 -0.04 -0.03
N 3.766209 1.638193 0.011790 0.07 0.01 0.05
C 3.514274 2.927022 -0.632847 -0.04 -0.07 -0.02
N 2.537526 2.819288 -1.723572 0.00 0.08 -0.03
C 3.054213 1.859164 -2.704142 -0.01 -0.03 0.09
N 3.300650 0.544588 -2.108946 0.03 -0.03 -0.05
C 2.042423 0.056622 -1.542580 -0.08 0.07 0.03
C 4.255301 0.708047 -1.007832 -0.06 0.03 0.01
H 0.930291 2.975310 -0.410908 -0.05 -0.01 -0.01
H 0.563299 2.166730 -1.967963 -0.03 0.02 0.00
H 2.660485 0.160732 1.009324 -0.01 0.00 0.02
H 2.113419 1.827273 1.278557 -0.02 -0.02 0.02
H 4.451957 3.312674 -1.037823 0.00 0.02 0.01
H 3.134833 3.627722 0.113794 0.01 0.01 0.00
H 3.988220 2.245113 -3.117133 0.00 0.00 -0.02
H 2.325306 1.749489 -3.509662 0.01 0.02 -0.02
H 2.226609 -0.911732 -1.078260 -0.03 -0.01 -0.01
H 1.304416 -0.062847 -2.339037 0.01 -0.03 -0.01
H 5.198532 1.085227 -1.408069 0.01 -0.02 0.00
H 4.430316 -0.264949 -0.543785 0.02 0.00 -0.01
S -1.565538 0.171056 -1.543334 0.30 -0.47 1.57
F 2.654730 -4.980287 -2.922395 -0.04 0.01 0.04
C 2.039951 -4.287574 -1.965872 0.01 -0.03 -0.08
C 2.735973 -3.886393 -0.841412 0.11 -0.02 0.07
F 4.027583 -4.196174 -0.715878 -0.06 0.03 0.00
C 2.093000 -3.156340 0.140887 -0.04 0.05 -0.01
F 2.810174 -2.765136 1.197317 0.03 0.02 -0.06
C 0.752431 -2.789207 0.038916 -0.03 0.07 -0.23
S 0.067094 -1.779927 1.311496 -0.08 -0.08 0.09
C 0.067251 -3.257809 -1.081964 -0.02 0.07 0.15
F -1.244800 -3.039493 -1.215207 0.13 0.11 -0.16
C 0.696750 -3.978241 -2.080557 0.01 -0.04 -0.03
F 0.012111 -4.390413 -3.148088 0.00 0.00 0.03
F -0.600165 1.451836 1.390917 0.06 0.12 0.51
As -0.843366 1.427638 3.260592 -0.12 0.57 0.74
F 0.516617 0.408956 3.316957 0.05 -0.05 0.01
F 0.129753 2.828056 3.327423 0.06 -0.07 -0.07
F -1.133773 1.322361 4.930420 0.04 -0.08 -0.01
F -2.237037 2.397903 3.014668 -0.01 0.02 -0.05
F -1.869909 0.008424 2.911816 0.39 0.24 -0.32
```
Forces are in eV/Å.

Computed properties:
* E_LUMO: -0.02012 hartree
* electronic energy: -188072.550 eV
* multiplicity: 1
* frontier orbital gap: 7.755 eV
* relative energy (zero: lowest compared OMol25 entry of this formula, charge and spin): 20.49 kcal/mol



# 2
A structure of composition C18H18BBaF4O in a non-equilibrium geometry. Source: OMol25; level of theory: the ωB97M-V functional and the def2-TZVPD basis.

```
43
Properties=species:S:1:pos:R:3:forces:R:3
C 0.788411 -2.939676 2.936710 -0.50 0.13 -0.49
C -0.622312 -2.804070 2.785519 0.45 -0.23 -0.43
C -0.945860 -3.013652 1.416366 0.69 0.13 0.17
H -1.331319 -2.603773 3.581670 0.21 0.01 -0.16
C 0.266205 -3.271594 0.714945 0.06 0.12 0.56
C 1.340070 -3.232663 1.652562 -0.53 0.33 -0.09
H 2.388341 -3.429514 1.435368 -0.19 0.01 0.03
H 1.331269 -2.853111 3.873788 -0.09 -0.04 -0.15
H -1.943865 -3.005259 0.978795 0.20 0.01 0.15
H 0.349673 -3.503067 -0.345381 0.04 0.06 0.15
C -1.094495 2.939491 1.335058 0.41 -0.21 0.35
C -1.018838 2.662094 2.730770 0.78 0.45 -0.26
C 0.311247 2.955746 3.167094 -0.41 0.00 -0.79
H -1.827770 2.328910 3.371662 0.16 0.01 -0.15
C 1.057797 3.395881 2.031721 -0.45 -0.33 0.04
C 0.186753 3.385449 0.903360 -0.04 -0.21 0.14
H 0.433593 3.720810 -0.108920 -0.03 -0.18 0.37
H -1.994114 2.851889 0.720325 0.34 0.02 0.16
H 0.679310 2.872070 4.183122 -0.08 -0.02 -0.15
H 2.096700 3.730106 2.040003 -0.29 -0.07 -0.02
Ba 0.715750 0.121799 1.898685 -0.84 -0.15 -0.40
O -0.128565 -0.249193 -0.699359 1.20 -0.35 -1.42
C -1.142799 -0.706958 -1.479783 -0.86 -0.26 -0.25
C -0.313033 -1.167611 -2.620414 -0.06 -0.30 2.19
H -1.660313 -1.564785 -1.040358 -0.42 0.19 0.08
H -1.799795 0.094886 -1.822524 -0.61 -0.05 0.24
H 0.042623 -2.195727 -2.586210 0.25 0.23 0.23
H 1.052298 -2.023827 -4.713627 -0.02 0.31 -0.05
C 0.772968 -0.971142 -4.794497 -0.46 0.29 0.59
C 0.033834 -0.384687 -3.714673 1.21 1.71 -2.00
C -0.298233 1.010054 -3.823084 -0.18 -1.00 0.17
H -0.817378 1.481953 -2.985289 0.27 -0.06 -0.32
C 0.015346 1.722402 -4.970891 0.17 -0.03 -0.02
H -0.276376 2.770569 -5.044623 0.13 -0.28 0.02
C 0.721546 1.115910 -6.019909 -0.19 -0.38 0.35
H 0.969302 1.691652 -6.912854 -0.04 -0.17 0.26
C 1.096700 -0.234818 -5.924863 -0.09 0.26 0.02
H 1.654428 -0.702681 -6.735058 -0.15 0.11 0.18
F -1.062031 -0.118044 3.759269 0.52 0.14 1.07
B -0.230598 -0.002523 4.987315 -0.27 -0.05 -0.85
F -0.247831 -1.217150 5.649347 -0.02 0.58 0.03
F 1.123409 0.253886 4.481018 -0.46 -0.23 0.39
F -0.672044 1.089969 5.707848 0.19 -0.48 0.05
```
Forces are in eV/Å.

Computed properties:
* E_LUMO: -0.00538 hartree
* electronic energy: -33251.678 eV
* multiplicity: 1
* net charge: -1
* frontier orbital gap: 3.638 eV
* relative energy (zero: lowest compared OMol25 entry of this formula, charge and spin): 22.65 kcal/mol



# 3
A structure of composition C18H18BF4OPm in a non-equilibrium geometry. Source: OMol25; level of theory: the ωB97M-V functional and the def2-TZVPD basis.

```
43
Properties=species:S:1:pos:R:3:forces:R:3
C -4.122876 0.185344 -0.426310 0.65 0.45 -0.76
C -3.733538 0.638747 0.845374 -0.51 0.74 -0.16
C -2.683166 1.564805 0.666369 1.09 -0.30 -0.15
H -4.125010 0.281408 1.790906 -0.34 0.43 -0.13
C -2.303598 1.545040 -0.703792 0.81 -0.55 0.21
C -3.114185 0.566787 -1.362211 -1.46 0.73 0.56
H -3.150709 0.246056 -2.393469 0.14 0.48 -0.16
H -5.042702 -0.313897 -0.687186 0.37 -0.49 0.18
H -2.153490 2.041667 1.495222 -0.19 0.17 -0.42
H -1.495439 2.095667 -1.177974 -0.11 -0.06 0.23
C -0.533348 -3.186387 1.222420 -0.73 0.29 0.48
C -1.904130 -3.484768 0.940596 1.23 -0.95 0.51
C -2.058031 -3.493588 -0.454803 0.16 -0.85 -0.55
H -2.628027 -3.760650 1.704428 0.09 0.22 -0.43
C -0.807595 -3.176442 -1.038898 0.00 0.37 -0.38
C 0.162402 -3.004421 -0.004037 0.12 1.12 -0.06
H 1.214125 -2.652959 -0.129376 -1.06 -0.47 0.11
H -0.228935 -2.981487 2.262157 0.40 -0.42 -0.69
H -2.935265 -3.831815 -1.019061 0.33 0.51 0.40
H -0.697154 -2.993006 -2.118927 0.30 -0.39 0.62
Pm -1.743820 -0.973655 0.289338 -1.34 -0.36 -0.11
O 1.546820 1.071788 0.166957 1.17 1.63 -0.08
C 1.692912 2.070672 1.201266 0.75 0.22 -2.07
C 2.308789 2.338388 -0.181899 -1.89 -0.89 2.13
H 0.764862 2.594250 1.438222 0.28 -0.14 0.18
H 2.415383 1.853230 1.989068 -0.37 -0.13 -0.02
H 1.727575 3.043690 -0.777454 0.15 -0.40 -0.13
H 3.861892 4.255831 -1.284411 0.10 -0.08 -0.09
C 4.450539 3.395839 -0.975549 -0.96 -0.49 0.30
C 3.771609 2.297819 -0.389975 1.33 -0.17 0.06
C 4.560342 1.224576 0.072012 -0.41 0.50 -0.33
H 4.081316 0.380265 0.558083 0.02 0.04 -0.13
C 5.939877 1.237573 -0.104677 0.06 0.00 0.00
H 6.513539 0.379551 0.228081 0.00 0.09 0.01
C 6.588267 2.317511 -0.701111 -0.51 -0.08 0.06
H 7.664563 2.308567 -0.826823 -0.09 0.02 0.00
C 5.826489 3.404993 -1.127442 0.30 -0.20 0.09
H 6.323587 4.257934 -1.579626 -0.15 -0.06 0.05
F -3.821353 -1.886361 0.578899 -0.32 -0.91 0.84
B -5.403938 -2.881294 0.496887 1.00 0.36 0.90
F -4.977304 -4.079386 0.977613 -0.15 0.35 -0.55
F -6.182027 -2.192031 1.362119 0.11 0.00 -0.49
F -5.569252 -2.705849 -0.821006 -0.37 -0.33 -0.06
```
Forces are in eV/Å.

Computed properties:
* E_LUMO (alpha / beta): -0.02616 / -0.02254 hartree
* electronic energy: -49110.123 eV
* multiplicity: 5
* frontier orbital gap (alpha / beta): 7.477 / 7.621 eV



# 4
A structure of composition C18H18BaF6O22P in a non-equilibrium geometry. Source: OMol25; level of theory: the ωB97M-V functional and the def2-TZVPD basis.

```
66
Properties=species:S:1:pos:R:3:forces:R:3
Ba 2.957907 -1.785548 -1.417250 1.13 -0.52 -0.75
P 6.425584 -3.392726 -3.788867 -0.19 -0.13 1.06
O 7.745323 -3.886817 -4.298471 -0.23 -0.23 -1.47
O 6.572376 -1.990494 -3.151255 -0.28 1.04 0.77
O 6.231433 -4.101652 -2.408368 -0.48 0.00 1.42
O 5.071811 -3.438663 -4.470657 0.08 -0.17 -1.05
C -5.250071 0.920953 -0.572395 -0.34 1.49 2.02
C -5.524905 -0.061799 0.570468 0.69 0.13 -1.86
O -4.244879 -0.634364 0.882356 -1.38 1.71 1.69
C -3.326233 0.022734 0.165766 5.40 -2.43 -2.68
O -2.117368 -0.253504 0.101089 -3.99 1.16 1.41
O -3.872090 0.750061 -0.819706 -0.90 0.85 -0.37
F -6.145646 -1.032918 -0.080710 -1.85 -2.87 -0.58
H -5.462613 1.934052 -0.230963 0.41 0.33 0.00
H -6.004398 0.749517 -1.340315 0.88 -0.47 -0.58
H -6.259732 0.263754 1.306772 1.06 0.09 0.96
C -4.940785 -3.725488 -5.338672 0.33 0.86 0.69
C -4.644308 -2.537614 -6.202832 0.34 -1.85 -1.16
O -3.232806 -2.614065 -6.228782 -0.17 1.84 -2.79
C -2.768565 -3.152786 -5.121070 4.28 -0.17 1.40
O -1.593291 -3.228814 -4.774184 -3.25 0.33 -1.13
O -3.793758 -3.581413 -4.445255 -2.62 -2.42 2.04
F -5.055398 -1.375674 -5.698969 -0.23 0.90 0.50
H -4.922337 -4.644085 -5.925133 0.44 -0.08 0.13
H -5.917277 -3.667342 -4.857860 0.43 0.14 0.57
H -5.073176 -2.686777 -7.193747 0.42 0.45 -0.24
C 6.236938 5.698931 2.706467 -1.50 -0.06 0.56
C 7.485493 5.156058 2.111653 -1.45 -0.58 0.26
O 6.916495 4.357157 1.050016 3.02 0.45 -0.85
C 5.675387 3.947465 1.342221 -1.87 -3.33 -1.48
O 5.036007 3.030828 0.797667 2.47 3.54 1.74
O 5.283766 4.658055 2.371217 -1.49 1.47 1.45
F 8.012384 4.347345 3.070041 0.75 -0.75 -0.08
H 5.945254 6.681907 2.336643 -0.22 -0.19 -0.46
H 6.220248 5.760928 3.794575 0.41 -0.11 -0.10
H 8.245594 5.904623 1.888034 -0.12 -0.43 -1.03
C 1.308989 0.526411 7.291493 1.70 2.53 -0.39
C 2.138531 -0.604641 7.738922 0.02 0.09 -0.50
O 2.448592 -1.275836 6.545735 1.02 -0.35 0.04
C 2.426809 -0.411014 5.499758 0.16 0.06 -2.45
O 2.881874 -0.651040 4.382136 -1.80 1.38 4.10
O 1.759243 0.748070 5.973493 0.47 -1.31 -2.51
F 1.268172 -1.309960 8.425266 -1.02 -2.73 2.01
H 1.649357 1.453392 7.752960 -0.81 0.00 0.68
H 0.264433 0.264626 7.460240 -0.04 0.33 -0.61
H 2.997630 -0.419052 8.383579 0.30 -0.01 -0.37
C -3.351917 -6.246022 2.151024 0.00 -0.31 2.06
C -3.045668 -5.426698 3.433245 1.43 1.08 -1.30
O -1.689033 -4.901714 3.176540 -1.70 -0.56 0.10
C -1.220307 -5.472776 2.046885 4.40 1.24 -1.81
O -0.097856 -5.271246 1.546876 -4.07 -0.75 2.08
O -2.131590 -6.275279 1.507055 0.65 -0.05 -1.82
F -2.972121 -6.150887 4.549020 -0.23 -0.58 0.65
H -4.184296 -5.782868 1.621183 0.31 -0.14 -0.46
H -3.505191 -7.298213 2.390827 -0.87 0.16 0.24
H -3.707446 -4.571239 3.568671 0.10 -0.07 0.25
C -1.242284 5.854261 -4.336156 0.24 0.15 -0.90
C 0.126059 6.557268 -4.346959 -1.38 -1.08 0.20
O 0.870262 5.641470 -3.489694 -0.78 -0.25 -0.22
C 0.299137 4.369144 -3.702780 0.96 -1.83 -0.87
O 0.746516 3.275534 -3.456998 -0.42 2.88 0.24
O -0.829412 4.503641 -4.462189 -0.01 0.11 0.92
F -0.036060 7.835684 -3.908179 0.83 -0.52 0.51
H -1.929065 6.075093 -5.153268 0.35 0.17 -0.12
H -1.781912 6.014541 -3.402768 0.24 0.13 0.22
H 0.626189 6.557524 -5.315441 -0.03 0.25 0.02
```
Forces are in eV/Å.

Computed properties:
* E_LUMO: 0.04846 hartree
* electronic energy: -90283.944 eV
* multiplicity: 1
* net charge: -1
* frontier orbital gap: 2.467 eV
* relative energy (zero: lowest compared OMol25 entry of this formula, charge and spin): 288.54 kcal/mol



# 5
A structure of composition C18H18BrN3O3 in a non-equilibrium geometry. Source: OMol25; level of theory: the ωB97M-V functional and the def2-TZVPD basis.

```
43
Properties=species:S:1:pos:R:3:forces:R:3
C 5.498415 2.790155 -0.310992 -10.65 -5.71 3.52
C 5.867818 1.362586 0.084079 -5.44 0.04 -2.88
H 6.075993 0.803563 -0.789692 0.57 -0.65 -0.86
H 6.605005 1.312020 0.763078 2.21 -0.48 2.71
O 4.623653 0.676618 0.664718 5.00 2.64 5.49
C 3.542270 0.236195 0.164688 3.20 2.08 6.94
O 3.507446 0.104424 -0.921322 -1.42 -1.97 -16.60
C 2.463256 -0.109578 0.919260 -4.81 -1.11 8.78
C 1.169562 0.739121 0.705675 0.07 1.90 1.92
H 0.549475 0.464419 1.594920 0.15 0.42 -0.74
H 1.411180 1.975780 0.844165 -0.61 -3.37 -0.59
C 0.473437 0.459216 -0.645213 0.06 -6.84 6.52
N 0.300901 -1.229351 -0.697958 -2.61 10.69 -0.62
C -0.917967 -1.479089 -0.315738 0.91 -7.35 -1.53
N -1.044448 -2.912622 -0.321445 -2.60 1.86 2.85
C -2.285177 -3.493701 0.107912 12.79 3.24 -3.05
N -3.357344 -3.043928 0.089630 -12.18 9.31 0.83
C -3.377949 -1.608228 -0.031951 4.63 0.66 -1.86
C -2.045999 -0.736113 -0.374528 -7.29 -2.92 3.07
O -2.417430 0.550686 -0.314815 1.22 1.64 -1.46
C -3.777162 0.656977 -0.406183 0.68 1.89 2.80
C -4.545609 1.953197 -0.221237 7.90 -2.35 -2.45
C -5.805317 1.916621 -0.177737 -4.47 -3.76 2.26
C -6.507796 0.631626 0.137879 3.38 1.16 -3.26
C -5.769093 -0.447318 -0.214499 -1.11 -6.88 4.62
C -4.302989 -0.546261 -0.125349 -4.53 -0.63 -1.55
H -6.261278 -1.742375 0.178070 1.06 4.17 -1.74
Br -8.303245 0.746602 0.121696 -2.13 -0.27 0.38
H -6.462319 2.672752 -0.163696 -1.70 3.29 -0.07
H -3.881653 2.755042 -0.459922 -0.23 1.06 0.18
H -2.190008 -4.426320 0.050180 0.89 -8.04 0.38
C 1.428849 -1.899801 -0.611387 4.18 -2.94 3.31
H 2.158099 -1.577160 -1.291155 0.71 0.32 -1.30
C 2.142091 -1.748018 0.826839 -2.70 4.45 -1.17
H 1.475375 -2.007621 1.664936 0.42 -0.06 -0.40
H 3.122400 -2.007255 0.934866 2.32 -2.18 0.06
H 1.180541 -2.910511 -0.734086 0.08 -1.63 -0.43
H 1.279995 0.600495 -1.086165 6.07 1.70 -6.37
H -0.343806 0.993618 -0.676979 -4.13 2.30 -1.22
H 2.725221 0.165157 2.157945 -0.57 -1.06 -3.44
H 5.278180 3.356471 0.604852 -0.64 -0.24 -0.19
H 6.194057 3.251515 -0.650757 8.61 5.30 -4.95
H 4.523379 2.750413 -1.072570 2.72 0.32 2.08
```
Forces are in eV/Å.

Computed properties:
* E_LUMO: -0.01341 hartree
* electronic energy: -99599.422 eV
* multiplicity: 1
* frontier orbital gap: 7.796 eV
* relative energy (zero: lowest compared OMol25 entry of this formula, charge and spin): 348.32 kcal/mol



Which formula does entry 4 have?
C18H18BaF6O22P



What is the electronic energy in the first record?
-188072.550 eV



Which value of multiplicity does entry 1 give?
1